15
Properties=species:S:1:pos:R:3 method="wB97M-V/def2-TZVPD" homo_ev=-10.22 de_lowest_kcal_mol=22.5 smiles="COC(C)=O.N"
C -0.4493 -1.4532 -0.9064
O -0.5215 -1.2464 0.4895
C 0.4028 -0.4437 1.1611
C 1.5423 0.1075 0.3446
O 0.3604 -0.4115 2.3619
H 0.4591 -1.9967 -1.1808
H -0.4939 -0.4955 -1.4337
H -1.3195 -2.0553 -1.1671
H 2.2164 0.6450 1.0060
H 2.0924 -0.6897 -0.1502
H 1.1411 0.7858 -0.4069
N -1.1521 1.6796 -0.1531
H -1.5617 1.0866 0.5772
H -0.8307 2.5476 0.2621
H -1.8855 1.9399 -0.8043